# 1
# C25H53N5O4P

A cluster of 3 separate species, C25H53N5O4P in total (ωB97M-V/def2-TZVPD, the Open Molecules 2025 dataset).

HOMO, eV: -10.2
Total charge: +1
Gap between HOMO and LUMO, eV: 5.4

Cartesian coordinates (Å):
C 7.077 -4.997 -0.134
C 6.536 -5.488 -1.459
C 4.888 -5.298 -1.674
C 4.360 -3.774 -1.387
N 5.222 -2.558 -1.637
N 4.967 -1.230 -1.472
C 3.643 -0.844 -0.918
C 2.430 -1.919 -0.507
C 1.011 -1.389 0.109
C -0.306 -1.640 -0.832
N -1.503 -1.087 -0.029
C 2.825 -3.511 -0.796
P 1.512 -4.830 -0.443
C 0.823 -5.413 -2.121
C -0.845 -5.347 -2.203
C 2.089 -6.245 0.683
C 2.970 -5.620 1.915
H 7.578 -5.700 0.670
H 7.064 -3.838 0.144
H 7.256 -5.940 -2.262
H 4.524 -5.750 -2.694
H 4.408 -5.980 -0.825
H 6.182 -2.787 -2.043
H 3.358 0.306 -0.761
H 0.811 -1.953 1.134
H 1.165 -0.230 0.350
H -0.272 -1.063 -1.874
H -0.526 -2.794 -0.961
H -1.678 -1.763 0.775
H -1.155 -0.215 0.474
H 1.206 -6.478 -2.427
H 1.187 -4.681 -2.991
H -1.264 -6.255 -2.828
H -1.175 -4.370 -2.802
H -1.323 -5.269 -1.128
H 2.653 -7.078 0.063
H 1.135 -6.783 1.139
H 2.602 -4.492 2.041
H 2.756 -6.251 2.878
H 4.091 -5.620 1.569
C -0.089 3.359 -2.403
O -0.924 2.318 -2.886
C -1.799 1.758 -1.898
C -3.246 2.262 -2.071
N -3.381 3.674 -1.710
C -4.590 4.336 -2.220
C -4.918 4.240 -3.728
O -4.058 5.003 -4.576
C -2.768 4.447 -4.772
H 0.719 3.507 -3.126
H -0.628 4.300 -2.319
H 0.352 3.107 -1.430
H -1.426 1.920 -0.879
H -1.800 0.676 -2.073
H -3.913 1.664 -1.441
H -3.517 2.082 -3.114
H -2.580 4.188 -2.057
H -4.485 5.398 -1.969
H -5.449 3.964 -1.649
H -5.917 4.671 -3.865
H -4.994 3.208 -4.084
H -2.795 3.359 -4.874
H -2.115 4.754 -3.958
H -2.347 4.865 -5.691
C -2.582 1.583 1.993
O -1.189 1.643 2.259
C -0.568 2.874 1.869
C -0.289 3.779 3.086
N -1.521 4.326 3.656
C -1.399 4.845 5.025
C -0.777 3.944 6.117
O -1.600 2.853 6.531
C -1.667 1.775 5.612
H -2.891 0.534 2.046
H -3.157 2.130 2.736
H -2.821 1.968 0.993
H -1.140 3.396 1.091
H 0.398 2.600 1.429
H 0.362 4.605 2.779
H 0.258 3.170 3.809
H -2.236 3.608 3.664
H -2.415 5.104 5.346
H -0.836 5.786 4.983
H -0.650 4.567 7.011
H 0.227 3.594 5.861
H -0.704 1.571 5.139
H -2.439 1.979 4.871
H -1.978 0.877 6.153

Cartesian forces, eV/Å:
-0.593 -0.530 -2.303
0.481 1.818 3.062
0.976 0.580 0.448
-2.278 3.061 0.762
-2.237 -3.085 0.540
-5.032 -0.383 2.053
0.085 -3.234 -0.461
3.548 -1.800 -1.600
1.152 -0.260 -0.008
-0.745 0.232 0.517
1.831 -0.408 1.051
3.490 3.629 -0.895
-1.268 0.743 0.316
-0.220 -0.105 -2.169
-0.026 0.553 -0.222
0.675 -1.435 0.072
-0.540 0.292 -0.984
0.185 1.622 -2.486
-1.355 -2.807 0.013
-1.991 -0.369 2.013
0.685 1.331 1.798
0.968 1.691 -1.877
-1.618 0.618 0.764
1.270 -2.788 -0.563
0.597 1.096 -2.198
-0.448 -2.512 -0.617
0.190 -1.374 2.308
0.816 2.469 0.030
0.253 1.035 -1.400
-0.706 -1.204 -0.852
-0.726 1.951 0.713
-0.474 -1.559 2.045
0.892 1.769 1.549
0.820 -2.098 1.401
0.924 -0.424 -2.242
-0.938 1.566 1.471
1.765 1.422 -1.242
0.920 -2.463 0.082
0.750 1.408 -1.876
-2.079 0.023 1.077
0.104 -0.278 -0.280
0.178 0.075 0.628
-0.646 -0.149 -0.524
0.649 0.232 0.211
0.123 -0.080 -0.249
0.060 0.043 -0.094
-0.025 0.458 0.197
-0.198 -0.396 0.143
-0.183 0.394 -0.194
-0.137 -0.090 0.056
-0.022 0.217 0.161
-0.069 0.023 -0.043
0.034 0.213 -0.106
-0.069 0.141 0.060
0.023 -0.027 -0.010
-0.010 -0.192 -0.052
-0.112 -0.158 0.054
-0.108 -0.143 -0.072
0.020 -0.034 -0.153
0.195 0.024 0.030
0.190 -0.086 0.013
0.028 -0.010 0.136
0.241 -0.229 0.070
-0.210 -0.001 0.059
-0.027 -0.225 -0.145
-0.032 0.182 -0.474
0.387 0.254 0.537
-0.578 -0.242 -0.364
0.135 -0.329 0.119
-0.021 -0.125 0.017
-0.432 0.267 0.122
0.396 0.129 -0.177
-0.229 0.064 0.439
0.103 0.108 0.001
-0.174 0.144 0.027
0.006 0.014 0.144
-0.162 -0.063 0.204
-0.015 0.032 0.038
-0.010 -0.020 -0.020
0.198 -0.070 -0.027
0.155 0.116 -0.075
0.193 -0.002 0.033
0.056 -0.131 0.068
-0.117 -0.110 -0.118
-0.012 -0.133 -0.163
-0.028 0.086 -0.111
0.077 -0.145 -0.302
0.076 0.177 0.095

# 2
# C4H9N4

The ion C4H9N4 with charge +1 (ωB97M-V/def2-TZVPD, the Open Molecules 2025 dataset).

HOMO (alpha / beta), eV: -12.3 / -13.8
Total charge: +1
Expectation value of S²: 2.057
Spin multiplicity: 3
Energy above the lowest of the compared OMol25 structures with the same formula, charge and spin, kcal per mole: 76.7
Gap between HOMO and LUMO (alpha / beta), eV: 7.9 / 7.0

Cartesian coordinates (Å):
C -2.546 0.981 0.092
C -1.166 1.189 0.396
C 1.553 -1.365 0.227
C 1.928 0.780 -0.448
N -2.905 -0.278 -0.059
N -2.248 -1.303 -0.322
N -0.386 0.171 0.325
N 0.853 -0.045 0.079
H -3.126 1.883 -0.014
H -0.713 2.072 0.709
H 1.766 -1.364 1.214
H 0.778 -2.113 0.031
H 2.387 -1.525 -0.340
H 2.716 1.141 0.224
H 2.388 0.285 -1.203
H 1.458 1.629 -0.864
H -2.737 -2.138 -0.047

Cartesian forces, eV/Å:
2.039 -0.003 1.035
-0.196 -0.027 -0.647
-5.747 -0.474 0.006
-1.755 3.401 1.473
0.042 0.073 -1.618
-1.189 1.323 0.781
1.920 -3.457 -0.606
2.202 -0.230 -0.221
-0.959 -0.580 0.244
0.101 2.224 0.102
1.052 -0.587 3.316
0.387 -0.194 0.109
1.834 0.231 -1.718
-0.504 -0.429 0.551
1.211 -1.608 -2.268
-0.246 1.352 -0.560
-0.193 -1.015 0.021

# 3
# C5H11ClS

A cluster of 2 separate species, C5H11ClS in total (ωB97M-V/def2-TZVPD, the Open Molecules 2025 dataset).

HOMO (alpha / beta), eV: -7.1 / -7.6
Energy above the lowest of the compared OMol25 structures with the same formula, charge and spin, kcal per mole: 74.1
Gap between HOMO and LUMO (alpha / beta), eV: 7.0 / 7.9

Cartesian coordinates (Å):
C -0.062 -1.602 1.059
C -1.929 -0.861 -0.658
C 2.166 -0.645 -0.482
C 0.287 2.944 -0.109
C -0.521 -0.958 -0.207
S 0.707 -0.467 -1.294
Cl -0.847 2.671 1.247
H -1.021 -1.861 1.678
H 0.345 -2.573 0.955
H 0.674 -1.097 1.794
H -1.849 -0.048 -1.327
H -2.681 -0.533 0.051
H -2.217 -1.864 -1.047
H 2.180 -0.564 0.536
H 1.277 3.280 0.091
H 2.905 -1.340 -0.901
H 0.622 1.995 -0.507
H -0.038 3.522 -0.878

Cartesian forces, eV/Å:
-2.166 0.595 2.979
0.347 -0.616 0.593
0.173 -0.633 -2.703
1.514 -2.469 1.159
2.095 0.020 0.348
-0.407 -1.013 0.970
0.623 0.375 -0.574
1.577 0.784 -0.827
0.875 -1.152 -0.838
-1.438 -0.233 -1.394
-0.772 0.435 -1.726
0.140 -0.155 0.613
-0.116 0.891 -0.234
-0.135 0.150 2.433
0.512 1.066 1.503
-0.184 0.822 -0.248
-0.872 -0.549 -0.177
-1.766 1.682 -1.875

# 4
# C8H9NO2

The molecule C8H9NO2 (ωB97M-V/def2-TZVPD, the Open Molecules 2025 dataset).

HOMO, eV: -8.5
Energy above the lowest of the compared OMol25 structures with the same formula, charge and spin, kcal per mole: 0.0
SMILES: COc1cccc(NC=O)c1
Gap between HOMO and LUMO, eV: 9.2

Cartesian coordinates (Å):
C -3.033 -1.844 0.023
C -1.708 0.156 -0.012
C -1.697 1.545 0.015
C -0.484 2.207 -0.009
C 0.730 1.525 -0.010
C 0.725 0.127 -0.020
C 3.184 -0.234 0.032
C -0.499 -0.555 -0.032
H -2.591 -2.285 -0.897
H -4.107 -2.082 -0.007
H -2.570 -2.282 0.909
H -2.618 2.108 0.021
H -0.475 3.287 0.004
H 1.658 2.073 -0.028
H 1.797 -1.663 0.013
H 3.322 0.866 0.155
H -0.487 -1.650 -0.067
N 1.889 -0.648 0.016
O -2.936 -0.426 0.006
O 4.129 -1.000 -0.021

Cartesian forces, eV/Å:
-0.150 -0.152 -0.851
0.333 -0.445 0.119
0.243 0.266 -0.176
0.175 -0.203 0.164
-0.004 -0.338 -0.151
-0.640 0.351 0.194
0.783 0.216 0.288
-0.222 -0.185 -0.048
-0.064 0.245 0.538
0.416 0.186 0.203
-0.001 0.066 0.010
-0.136 -0.133 0.032
0.009 0.064 -0.034
-0.023 0.086 0.036
-0.086 0.407 -0.098
-0.103 -0.554 -0.207
-0.077 0.453 0.067
0.172 -0.547 -0.120
-0.009 -0.216 0.033
-0.615 0.434 0.002

# 5
# C44H33Br2F3MoN7O3S2Si

A structure of composition C44H33Br2F3MoN7O3S2Si (ωB97M-V/def2-TZVPD, the Open Molecules 2025 dataset).

HOMO, eV: -4.6
Total charge: -1
Energy above the lowest of the compared OMol25 structures with the same formula, charge and spin, kcal per mole: 4.2
Gap between HOMO and LUMO, eV: 6.1

Cartesian coordinates (Å):
Mo -0.003 -0.122 -0.087
C 4.530 -1.500 -2.856
N 3.196 -1.332 -3.407
C 2.788 -1.700 -4.671
C 1.500 -1.367 -4.798
N 1.096 -0.783 -3.589
C 2.159 -0.806 -2.714
S 2.364 -0.368 -1.102
C -0.178 -0.189 -3.421
C -1.141 -0.367 -4.410
C -2.257 0.443 -4.401
C -2.389 1.389 -3.396
C -1.460 1.377 -2.378
N -0.376 0.587 -2.361
H 5.209 -1.728 -3.675
H 4.528 -2.308 -2.123
H 4.836 -0.580 -2.360
H 3.451 -2.163 -5.378
H 0.849 -1.477 -5.640
H -1.025 -1.132 -5.161
H -3.020 0.328 -5.160
H -3.221 2.077 -3.365
H -1.583 2.027 -1.523
F -0.543 5.748 2.220
C -1.213 4.962 1.342
F -2.132 4.301 2.035
F -1.874 5.819 0.523
C -0.262 4.109 0.557
C 0.678 4.779 -0.201
C 1.567 4.050 -0.978
C 1.493 2.675 -0.958
N 0.603 2.001 -0.220
C -0.298 2.700 0.526
S -1.349 1.605 1.279
H 0.706 5.861 -0.185
H 2.323 4.535 -1.579
H 2.180 2.083 -1.541
C 0.187 1.520 6.166
C 0.503 0.195 5.901
C 0.916 -0.180 4.630
C 1.020 0.744 3.588
C 0.695 2.072 3.882
C 0.289 2.460 5.150
Si 1.627 0.109 1.901
C 3.212 1.135 1.546
C 4.374 0.448 1.174
C 5.535 1.115 0.808
C 5.569 2.503 0.809
C 4.441 3.210 1.202
C 3.284 2.531 1.561
H -0.138 1.816 7.156
H 0.423 -0.549 6.684
H 1.158 -1.220 4.438
H 0.744 2.831 3.110
H 0.043 3.499 5.341
H 2.283 -1.167 2.294
H 4.366 -0.637 1.178
H 6.414 0.550 0.519
H 6.470 3.030 0.516
H 4.457 4.294 1.221
H 2.423 3.115 1.869
Br -1.536 -4.871 4.679
C -1.043 -3.498 3.448
C -1.663 -2.269 3.517
C -1.299 -1.282 2.608
C -0.339 -1.486 1.615
C 0.291 -2.738 1.626
C -0.054 -3.746 2.511
H -2.416 -2.074 4.269
H -1.812 -0.333 2.690
H 1.089 -2.941 0.922
H 0.444 -4.706 2.476
N -1.409 -3.097 -2.394
C -0.182 -2.884 -1.834
O -0.036 -1.931 -1.030
C 0.881 -3.739 -2.233
C 2.121 -3.787 -1.557
N 3.143 -3.891 -1.028
C 0.682 -4.632 -3.312
N 0.524 -5.333 -4.219
H -1.550 -4.005 -2.811
H -2.171 -2.788 -1.804
Br -9.074 -0.257 -0.749
C -7.208 -0.582 -0.563
C -6.319 0.100 -1.373
C -4.960 -0.143 -1.229
C -4.498 -1.069 -0.306
C -5.411 -1.749 0.491
C -6.771 -1.499 0.379
C -3.023 -1.416 -0.196
O -2.748 -2.590 0.031
O -2.228 -0.429 -0.374
H -6.685 0.810 -2.103
H -4.245 0.392 -1.837
H -5.044 -2.482 1.197
H -7.481 -2.018 1.008

Cartesian forces, eV/Å:
-0.323 0.988 0.223
0.012 -0.057 0.085
-0.025 -0.025 -0.010
0.075 0.045 -0.056
-0.065 0.058 0.079
-0.058 -0.321 0.113
-0.066 0.114 -0.041
-0.234 0.006 0.360
0.127 0.130 0.002
0.056 -0.033 -0.149
-0.007 0.020 0.189
-0.031 -0.081 -0.129
0.041 0.108 0.151
-0.354 -0.077 -0.231
-0.015 -0.012 -0.018
-0.027 -0.016 0.003
0.010 0.032 -0.049
0.025 -0.020 0.043
0.004 -0.025 0.008
-0.014 0.047 -0.027
0.033 0.000 -0.035
-0.001 -0.006 0.034
-0.022 -0.083 0.074
0.019 0.021 0.027
0.053 0.038 0.001
-0.032 -0.065 0.031
-0.026 0.021 -0.013
0.092 0.035 -0.034
-0.050 -0.124 0.040
0.054 0.090 -0.092
-0.028 -0.051 0.040
0.218 0.637 -0.123
-0.164 -0.091 0.197
0.278 -0.116 -0.255
0.013 0.004 -0.016
-0.011 -0.003 0.000
0.005 -0.068 0.012
0.004 -0.014 -0.020
-0.004 0.007 0.026
0.055 -0.003 -0.014
-0.033 0.047 -0.035
0.032 -0.018 0.021
0.005 -0.003 0.004
-0.057 -0.266 0.204
-0.116 0.121 -0.172
0.026 0.004 0.131
0.010 0.008 -0.003
-0.015 -0.005 0.000
-0.021 -0.002 0.010
0.060 -0.036 0.035
0.001 0.006 0.000
0.003 -0.009 -0.012
-0.023 -0.010 0.005
-0.009 -0.003 -0.002
-0.007 -0.003 -0.003
0.054 0.007 -0.158
-0.007 0.006 -0.039
0.000 -0.001 0.014
0.006 -0.004 0.014
0.006 0.000 0.007
-0.022 0.010 -0.059
0.009 0.012 -0.005
0.014 -0.010 0.027
-0.044 -0.014 -0.015
-0.133 -0.074 -0.155
0.157 0.194 0.245
-0.030 -0.065 0.003
-0.031 0.006 -0.001
-0.003 0.000 -0.004
0.021 0.004 0.056
0.018 0.017 -0.022
0.009 0.005 -0.005
0.125 0.012 -0.222
-0.226 -0.079 0.073
0.212 -0.964 -0.544
0.075 0.010 -0.067
-0.103 -0.034 -0.032
0.074 0.048 -0.010
0.185 -0.011 0.046
-0.101 0.005 -0.019
0.009 -0.003 -0.005
-0.015 -0.016 0.170
0.024 0.001 0.005
-0.028 0.001 0.025
0.026 0.000 -0.032
-0.043 0.097 0.071
0.051 -0.033 -0.032
-0.046 -0.010 -0.015
0.027 -0.017 0.008
-0.193 0.296 0.214
0.073 -0.142 -0.005
0.330 -0.209 -0.128
0.008 0.002 0.007
0.030 0.016 0.003
0.022 -0.010 -0.019
-0.012 0.009 -0.006

# 6
# C4H8Cl2O

A cluster of 2 separate species, C4H8Cl2O in total (ωB97M-V/def2-TZVPD, the Open Molecules 2025 dataset).

HOMO, eV: -9.2
Energy above the lowest of the compared OMol25 structures with the same formula, charge and spin, kcal per mole: 35.1
SMILES: CC(C)=O.ClCCl
Gap between HOMO and LUMO, eV: 9.8

Cartesian coordinates (Å):
C -2.517 -0.449 1.351
Cl -1.290 -1.747 1.440
Cl -2.514 0.264 -0.298
H -3.463 -0.961 1.530
H -2.323 0.352 2.065
C -0.050 0.308 -0.346
C 1.477 0.473 -0.063
O 1.946 0.768 1.033
C 2.388 0.157 -1.227
H -0.498 0.025 0.606
H -0.269 -0.538 -0.997
H -0.498 1.236 -0.703
H 3.370 0.029 -0.772
H 2.244 0.878 -2.031
H 1.995 -0.794 -1.587

Cartesian forces, eV/Å:
-0.185 -0.418 -0.579
-0.540 -0.417 0.724
-3.470 -0.402 0.581
0.095 0.422 -0.110
0.147 -0.288 -0.082
2.812 0.318 1.243
-0.141 0.171 0.488
-1.074 -0.316 -1.311
-0.692 -0.451 0.914
0.991 0.921 -0.468
0.367 0.340 -0.307
0.668 -0.098 -0.117
0.215 0.303 -0.743
0.462 0.090 0.067
0.345 -0.175 -0.300